No. 1
This record from the OMol25 dataset describes 3 unconnected molecules or ions with the total composition C4H8N2O in a non-equilibrium geometry. The level of theory is ωB97M-V with the def2-TZVPD basis set.

```
15
C4H8N2O (ωB97M-V with the def2-TZVPD basis set)
O -2.10731 -2.98907 1.11411
N -1.77638 3.56982 -0.37142
N 0.75688 0.28821 0.14901
C -1.03615 -3.48204 0.98253
C 1.97155 0.39544 -0.66603
C -2.78504 3.31527 0.07872
C -0.29576 0.20033 -0.53878
H -0.46436 -3.79804 1.95955
H -0.47562 -3.74913 0.12642
H -1.19713 0.00958 -0.04769
H -0.26162 0.05729 -1.56604
H 2.34986 1.38898 -0.24382
H 2.73033 -0.38262 -0.46011
H 1.79979 0.62018 -1.66003
H -3.81572 3.10905 0.51930
```

SMILES   C=NC.C#N.C=O
Max |F|   4.45 eV/Å
Frontier orbital gap   10.77 eV
HOMO   -9.853 eV

No. 2
This record from the OMol25 dataset describes a molecular structure, C28H22I2N2O2Y in a non-equilibrium geometry. The level of theory is ωB97M-V with the def2-TZVPD basis set.

```
57
C28H22I2N2O2Y (ωB97M-V with the def2-TZVPD basis set)
I -3.19214 -3.75282 -1.12792
I -8.36647 -1.35242 0.90958
Y -1.57389 -0.78347 -0.62518
O -0.19472 1.34218 -1.32727
O -2.98153 -0.83346 -2.12680
N -1.81122 -0.52546 1.73772
N -2.81561 1.32115 -0.13323
C -1.14066 -1.32896 2.58233
C -3.19574 1.44055 1.28114
C -1.48053 0.16008 4.39686
C 1.88088 0.17053 -1.17320
C -5.78313 -2.32357 -0.32202
C -2.33812 0.61585 2.21066
C -4.78479 0.20090 -0.98284
C 6.30935 -2.68124 -1.05151
C 3.63591 1.76622 -1.96469
C -5.99810 0.07519 -0.33031
C 2.53741 2.19412 0.12615
C -4.11496 -0.95045 -1.44074
C -2.17083 0.99259 3.53531
C -0.96078 -1.03441 3.91435
C 4.25195 3.68632 -0.65617
C 6.03202 -1.48049 -0.41102
C 4.40674 2.90477 -1.79355
C 2.36676 -1.08561 -1.24627
C 4.76254 -0.93160 -0.46885
C -6.52347 -1.18461 -0.04779
C -3.99414 1.47646 -1.04809
C 3.31464 3.33007 0.30174
C 2.70401 1.39310 -0.99942
C -4.57563 -2.19260 -0.99286
C 4.02805 -2.80897 -1.77824
C 0.41176 0.25855 -1.24117
C 5.30299 -3.34686 -1.73590
C 3.74131 -1.58705 -1.16439
H -4.60082 2.33648 -0.75547
H 5.12928 3.18261 -2.54948
H -3.60071 1.64694 -2.04860
H -2.11971 2.02518 -0.36689
H 1.80634 1.92009 0.87842
H 3.76094 1.15249 -2.84823
H -6.52839 0.96375 -0.00850
H -1.34526 0.43652 5.43384
H 3.24121 -3.33393 -2.30797
H 1.62487 -1.86152 -1.43223
H 3.18641 3.93906 1.18733
H -4.21921 1.06983 1.38854
H 4.85593 4.57353 -0.52013
H -3.19916 2.48054 1.61530
H -0.73315 -2.24354 2.16327
H 5.50958 -4.28601 -2.23137
H -2.58776 1.92878 3.88062
H -6.13279 -3.29515 -0.00102
H -0.41873 -1.71576 4.55334
H 7.30623 -3.09958 -1.00985
H 6.81188 -0.96679 0.13540
H 4.56322 0.00188 0.03722
```

Max |F|   1.11 eV/Å
Charge   +1
Frontier orbital gap   7.44 eV
HOMO   -10.664 eV

No. 3
This record from the OMol25 dataset describes a molecular structure, C25H29Cl3MoN7O5 in a non-equilibrium geometry. The level of theory is ωB97M-V with the def2-TZVPD basis set.

```
70
C25H29Cl3MoN7O5 (ωB97M-V with the def2-TZVPD basis set)
Mo -1.19471 0.27104 -0.79416
Cl 1.54399 -5.52476 3.26744
Cl -1.01961 -0.85366 2.42044
Cl 1.81409 -3.08146 -1.53386
O -0.59871 1.48064 0.88144
O 0.06019 -1.11506 -0.26876
O 0.90669 2.52724 2.13434
O -2.86711 0.74034 -0.38386
O -1.03691 -0.29056 -4.83136
N 2.07339 2.85954 4.57874
N -1.33931 1.86184 -2.04186
N -2.49721 -1.91626 -0.66846
N 3.54929 1.84104 3.15314
N 1.76349 0.64564 4.04814
N 1.08119 1.10124 -1.09496
N -1.23041 -0.58906 -2.55216
C -1.26171 4.19444 -2.56076
C 0.34189 -3.18256 2.71244
C -0.02931 -2.15906 1.86364
C 2.94329 2.13494 0.28374
C 1.20449 -3.16686 0.08064
C -1.12201 0.16294 -3.69366
C -3.27671 -2.43116 0.27534
C 0.38349 -2.10026 0.51544
C -1.07631 3.91484 -3.92896
C 1.52569 -4.23466 0.89344
C -1.14591 1.58954 -3.37166
C 0.56969 1.82614 1.17774
C -2.21111 -2.64416 -1.74396
C -1.01481 2.59474 -4.32316
C -2.70351 -3.93926 -1.90216
C -4.09291 1.21504 -0.79546
C 1.10069 -4.23356 2.21614
C -1.34581 -2.01046 -2.78806
C 1.68529 1.25504 0.23434
C -3.51311 -4.47676 -0.91896
C 2.41519 1.79244 3.84664
C 4.19519 1.42324 0.80564
C -1.39401 3.16324 -1.67216
C 4.06659 0.85584 2.22704
C -3.80671 -3.70456 0.19724
H -4.73641 0.37034 -1.08236
H 5.05779 0.54224 2.57144
H -3.48571 -1.78976 1.12054
H 1.07179 2.00714 -1.57116
H 0.03599 -3.16866 3.74424
H -3.96351 1.88054 -1.66716
H 3.42259 -0.02316 2.23024
H -0.34961 -2.48266 -2.76646
H 3.16539 2.52664 -0.71196
H 5.02089 2.13674 0.78644
H 2.72109 2.99114 0.92644
H 2.41319 3.76624 4.30194
H -4.58011 1.77564 0.01364
H 1.15849 2.86794 5.00004
H 1.91009 0.24254 0.59404
H 0.81659 0.67364 4.38674
H 1.63059 0.46014 -1.67056
H -2.45601 -4.50226 -2.78946
H -3.91321 -5.47446 -1.01656
H 4.01759 2.73484 3.10474
H 4.45619 0.59804 0.14154
H -1.00311 4.71694 -4.64296
H -1.75651 -2.17616 -3.79566
H -0.88561 2.30124 -5.35326
H -1.56561 3.33064 -0.61356
H -4.44281 -4.07446 0.98384
H -1.31831 5.21004 -2.20536
H 2.10329 -5.05916 0.50834
H 2.00879 -0.17846 3.52774
```

Max |F|   3.13 eV/Å
Charge   +1
Frontier orbital gap (spin up / spin down)   6.49 / 7.53 eV
<S²>   2.017
HOMO (spin up / spin down)   -9.177 / -10.491 eV
2S+1   3

No. 4
This record from the OMol25 dataset describes 15 unconnected molecules or ions with the total composition H30O15 in a non-equilibrium geometry. The level of theory is ωB97M-V with the def2-TZVPD basis set.

```
45
H30O15 (ωB97M-V with the def2-TZVPD basis set)
O -5.50500 -3.50300 2.30100
O -3.10700 -2.80800 0.44200
O -5.88900 -5.27000 5.42400
O -5.94400 -2.15500 6.01600
O -3.16500 -1.67400 3.18300
O -4.57600 -5.96100 0.35300
O -6.38300 -0.02700 3.11800
O -7.74800 -5.92100 -0.68200
O -5.23100 -3.66800 -0.86100
O -2.58800 -4.71800 2.67600
O -8.97600 -5.14700 3.46700
O -7.65700 -2.69300 3.81300
O -6.84600 -5.97400 2.03700
O -3.68200 -3.73500 4.96200
O -7.60800 -2.99500 0.47800
H -3.91900 -3.22600 0.15700
H -6.81800 -0.75700 3.48600
H -5.11500 -4.54300 -0.42600
H -5.79300 -5.80300 4.62800
H -6.85300 -2.96100 1.05100
H -8.10300 -3.52700 3.74800
H -3.54400 -2.17200 3.93100
H -8.16800 -5.66800 3.22300
H -6.29800 -2.59900 5.28600
H -3.31100 -4.23700 4.24700
H -5.69400 -2.79800 6.67800
H -6.08300 -0.29200 2.20600
H -6.08200 -3.07300 2.88000
H -2.53200 -2.93700 -0.32700
H -9.42500 -5.60100 4.18100
H -3.48600 -4.63400 2.35800
H -3.54800 -2.09100 2.41900
H -7.56900 -5.74600 0.27000
H -6.21200 -3.68600 -0.88900
H -5.96400 -4.28800 2.09400
H -8.38600 -2.87300 0.90800
H -4.52400 -4.17500 5.13100
H -7.37800 -6.76300 1.94600
H -8.59300 -5.61900 -0.95900
H -5.52800 -5.69500 6.22200
H -2.41600 -5.66500 2.49800
H -3.60900 -5.89000 0.33500
H -6.31400 -6.24600 2.78300
H -4.69100 -6.82200 0.79400
H -8.43200 -2.12700 3.72400
```

Max |F|   4.07 eV/Å
Frontier orbital gap   7.48 eV
HOMO   -9.027 eV

No. 5
This record from the OMol25 dataset describes a molecular structure, C13H31CuN5O8 in a non-equilibrium geometry. The level of theory is ωB97M-V with the def2-TZVPD basis set.

```
58
C13H31CuN5O8 (ωB97M-V with the def2-TZVPD basis set)
Cu 0.09151 -0.46844 -0.01457
O 3.46605 -2.33483 0.39570
O 0.29890 0.37439 1.99912
O -1.17764 1.19538 -0.67335
O -1.69477 -1.49088 0.86333
O 2.05719 0.51728 -0.36530
O 0.07704 -1.59452 -1.79597
O 1.40459 -1.93257 0.96665
O 2.47783 -3.47638 1.88151
N 2.92419 1.84254 -1.92356
N -0.43597 -2.35935 -3.84535
N 2.46091 -2.62400 1.00701
N -2.90080 -0.44728 2.37692
N 0.83989 -0.39306 3.92987
C 0.65818 -3.83935 -2.06936
C -2.30932 -1.44003 1.91527
C -1.77504 3.65296 -0.96543
C 0.12316 -2.49873 -2.61715
C 0.44375 1.97525 3.71833
C 3.02799 1.11805 -0.80012
C 0.51133 0.61623 3.17313
C -3.33010 1.96880 0.14426
C -1.04696 -1.18169 -4.44181
C 4.44124 1.10540 -0.11958
C -1.89061 2.31848 -0.17097
C 1.73238 2.05828 -2.80638
C -2.52945 -2.68679 2.80322
H 0.87679 2.16600 -2.13971
H 5.06358 1.83363 -0.63966
H 1.31376 -4.28669 -2.81649
H -2.52873 -3.65978 2.31191
H -1.57646 -0.81971 -3.56051
H 4.26242 1.42582 0.90681
H -3.75861 2.00400 -0.85735
H 1.22161 2.33988 4.38921
H -0.40771 -0.41083 -4.87220
H -3.72510 2.64938 0.89850
H -0.16544 -4.52794 -1.88072
H 1.24508 -3.69151 -1.16283
H 1.20506 -0.27756 4.86443
H -1.47340 2.44771 0.82770
H -2.58844 4.36694 -0.83616
H -1.86180 -1.45904 -5.11055
H -1.71568 -2.71100 3.52799
H 1.89128 2.92016 -3.45446
H 4.79987 0.08401 0.00780
H -0.51626 1.71679 4.16517
H -3.51611 0.92889 0.41276
H 1.08030 -1.22549 3.41086
H -0.64626 -3.23336 -4.30576
H -1.76468 3.40626 -2.02709
H 0.42384 2.54947 2.79206
H -3.43944 -2.53862 3.38465
H 1.60453 1.24365 -3.51922
H -2.69379 0.44151 1.94414
H -3.24106 -0.45469 3.32785
H 3.58873 2.60241 -1.95642
H -0.90319 4.19441 -0.59826
```

Max |F|   7.00 eV/Å
Frontier orbital gap (spin up / spin down)   8.25 / 6.94 eV
<S²>   0.754
HOMO (spin up / spin down)   -7.790 / -7.427 eV
2S+1   2

No. 6
This record from the OMol25 dataset describes a molecular structure, C29H40ClN10ORuS2 in a non-equilibrium geometry. The level of theory is ωB97M-V with the def2-TZVPD basis set.

```
84
C29H40ClN10ORuS2 (ωB97M-V with the def2-TZVPD basis set)
Ru 0.14882 -0.04550 -1.05685
Cl 2.94090 -5.66076 2.67472
S -2.47134 -2.09814 2.29925
S 0.04686 -0.91611 1.05658
O 5.66912 -1.66330 -0.09599
N -0.26308 0.15835 -3.15993
N -1.58393 3.92015 -0.49514
N 4.35063 0.34664 -1.15761
N -2.33899 -1.42326 -0.15416
N -1.65306 -0.91035 -1.22474
N -1.68452 2.69334 0.00805
N 0.01509 2.76600 -1.35325
N -0.72812 2.02536 -0.51651
N 2.20518 0.49216 -0.86217
N 4.19122 0.66198 0.14573
C -2.17676 -1.03066 -2.39118
C -1.43488 -0.43557 -3.49441
C -1.91139 5.89446 1.00471
C 8.51173 -0.76689 -2.43518
C -0.63021 6.58418 0.54588
C 0.41125 0.81424 -4.10843
C 4.52026 -2.83093 -2.32650
C 5.97724 -2.33871 -2.38370
C 3.16190 0.25459 -1.74893
C -1.91276 -0.42924 -4.79650
C -1.70638 5.14318 2.31582
C 4.14139 -3.51642 -1.05719
C 4.47215 -5.34357 0.50020
C -1.26528 -2.02225 3.63448
C 5.67201 0.09703 -1.71739
C 3.03423 -3.07507 -0.29043
C 8.12250 0.02574 -0.08747
C 7.83731 -1.09836 -1.10138
C -2.50537 4.98386 -0.07019
C 8.46234 -2.38716 -0.54377
C -1.63388 -1.43879 0.93826
C 2.89658 0.74040 0.29087
C -0.00933 0.86952 -5.42351
C 2.66118 -3.72100 0.85221
C -0.54362 3.94942 -1.34582
C 3.38531 -4.85824 1.26219
C 6.29477 -1.27204 -1.31333
C -1.18636 0.22414 -5.77642
C 4.83394 -4.68302 -0.63808
H 1.30138 1.33624 -3.78131
H 8.12090 1.01328 -0.54970
H -2.78413 5.54090 -0.96392
H 8.47424 -1.60006 -3.13820
H 9.56276 -0.53575 -2.26035
H -0.23777 4.81276 -1.90988
H 6.31299 -2.13849 0.44154
H 4.38869 -3.55625 -3.13860
H -0.75384 7.08014 -0.41970
H 9.54058 -2.24645 -0.47410
H -1.00664 4.31299 2.18986
H -3.13093 -1.52766 -2.52308
H -1.54068 0.24448 -6.79792
H 6.30443 0.91299 -1.38438
H 7.40411 0.03208 0.73399
H 5.57718 0.16963 -2.79984
H 9.11632 -0.11197 0.33750
H -1.29271 5.80692 3.07392
H 8.06793 0.10981 -2.91229
H 2.49421 -2.18454 -0.60308
H 8.13354 -2.61937 0.47470
H 1.83199 -3.37210 1.45269
H 2.42306 0.99716 1.22399
H -0.40799 -2.66091 3.43984
H 0.57318 1.41480 -6.15166
H -0.33800 7.34549 1.26747
H 3.81825 -2.02140 -2.52577
H -3.38470 4.46390 0.30528
H 3.02530 0.03947 -2.79612
H -2.67318 6.66465 1.15505
H 5.65214 -5.05931 -1.23906
H 0.20198 5.87868 0.47547
H -2.64421 4.73804 2.69677
H -1.80009 -2.39921 4.50465
H -0.95144 -0.99898 3.82363
H 4.98802 -6.23577 0.82649
H 6.17224 -1.94365 -3.38208
H 6.64474 -3.19055 -2.26744
H 8.29972 -3.26272 -1.17113
H -2.84866 -0.92047 -5.02411
```

Max |F|   2.32 eV/Å
Charge   +2
Frontier orbital gap (spin up / spin down)   4.28 / 4.05 eV
<S²>   0.772
HOMO (spin up / spin down)   -12.159 / -12.159 eV
2S+1   2

No. 7
This record from the OMol25 dataset describes C4H6FNS in the gas phase in a non-equilibrium geometry. The level of theory is ωB97M-V with the def2-TZVPD basis set.

```
13
C4H6FNS (ωB97M-V with the def2-TZVPD basis set)
S 2.09160 -2.24079 1.72357
F 0.43275 0.38327 2.11593
N -0.78108 1.68102 0.33117
C -0.27074 0.52875 0.05082
C -0.67872 -0.20416 -1.25375
C 1.15951 -1.40268 0.69360
C 0.43259 -0.18677 0.95956
H -0.26565 0.41314 -2.20194
H -1.07866 2.11083 -0.55813
H 1.08581 -1.93068 -0.14080
H -0.18901 -1.13904 -1.39017
H -0.18165 2.43034 0.98811
H -1.75677 -0.44323 -1.31797
```

SMILES   C/C(N)=C(/F)C=S
Max |F|   6.59 eV/Å
Frontier orbital gap   7.90 eV
HOMO   -8.010 eV

No. 8
This record from the OMol25 dataset describes C17H15N3O2S in the gas phase in a non-equilibrium geometry. The level of theory is ωB97M-V with the def2-TZVPD basis set.

```
38
C17H15N3O2S (ωB97M-V with the def2-TZVPD basis set)
S -4.25708 -2.26862 -3.16323
O -1.93995 -1.37749 1.11339
O 0.61202 -1.27313 -2.61565
N -0.56842 -1.34425 -0.68315
N -1.90600 0.79428 -5.05699
N -1.51580 -1.78853 -2.88611
C 4.33412 2.28884 1.35651
C -4.92316 -1.91892 0.80470
C 2.27830 1.13110 1.89234
C 3.90704 2.42302 0.02264
C -5.15964 -2.29144 -1.65746
C 0.50384 0.68404 0.17305
C 2.68875 1.87254 -0.36816
C 0.56838 -0.86967 0.12035
C -2.97350 -1.83379 -0.95788
C -1.82027 -1.50309 -0.11024
C -4.36041 -2.03116 -0.56926
C -1.35078 -1.67853 -4.33672
C -0.46356 -1.49907 -2.07023
C -1.62018 -0.31515 -4.81226
C -2.78491 -1.94448 -2.32259
C 3.50675 1.64458 2.29977
C 1.85646 1.25787 0.58307
H -0.32915 -2.01233 -4.64492
H 1.51656 -1.20069 -0.32258
H 1.58719 0.64826 2.62864
H 0.19543 1.06901 -0.83699
H -0.27577 0.95017 0.88918
H 3.76067 1.61641 3.34295
H 0.54312 -1.35044 1.12571
H 4.51747 2.89256 -0.72817
H -4.89359 -0.88863 1.15129
H -5.98194 -2.15986 0.81444
H -4.44245 -2.55921 1.53416
H 5.31404 2.63896 1.64212
H -2.02741 -2.34129 -4.84387
H 2.40883 1.92090 -1.38909
H -6.23549 -2.39399 -1.58208
```

SMILES   Cc1csc2c1c(=O)n(CCc1ccccc1)c(=O)n2CC#N
Max |F|   3.63 eV/Å
Frontier orbital gap   9.33 eV
HOMO   -8.909 eV

The records above give, respectively, energy relative to the best compared isomer or geometry (same formula, charge and spin) values of 103.68; 0.97; 42.94; 73.62; 49.89; 19.32; 51.58; 34.85 kcal/mol.